A single CH6P2S molecule in a non-equilibrium geometry. Source: OMol25; level of theory: wB97M-V/def2-TZVPD.

The geometry in XYZ format:
```
10
Properties=species:S:1:pos:R:3:nbo_charge:R:1
C 0.30 -0.95 1.21 -0.939
P 1.11 -0.58 -0.39 0.466
S 0.48 1.43 -0.83 -0.364
P -1.30 0.76 -1.70 0.225
H -0.77 -1.31 0.91 0.223
H 0.22 -0.17 1.93 0.233
H 0.86 -1.78 1.51 0.229
H 2.42 -0.27 0.21 -0.033
H -1.43 1.94 -2.36 -0.013
H -1.89 0.92 -0.49 -0.026
```

Values from the calculation:
ΔE to the lowest compared entry with this formula, charge and spin = 1.23 kcal/mol
HOMO = -8.617 eV
E_tot = -30546.345 eV
SMILES = C[PH]#S#[PH2]
Gap between HOMO and LUMO = 9.33 eV
M = 112.1 g mol⁻¹
Largest force on an atom = 3.70 eV/A
2S+1 = 1


2 unconnected molecules or ions with the total composition CH6S4 in a non-equilibrium geometry. Source: OMol25; level of theory: wB97M-V/def2-TZVPD.

The geometry in XYZ format:
```
11
Properties=species:S:1:pos:R:3:nbo_charge:R:1
C 0.20 1.03 0.99 -0.757
S 1.89 1.67 1.13 0.112
S 2.24 1.82 -0.90 -0.177
H -0.31 1.74 1.63 0.224
H 0.12 -0.01 1.31 0.219
H -0.12 1.27 -0.04 0.248
H 1.98 3.05 -1.43 0.130
S -0.33 -2.54 -1.19 -0.118
S -2.01 -3.52 -1.03 -0.150
H -0.87 -1.91 -0.10 0.141
H -2.79 -2.60 -0.37 0.128
```

Values from the calculation:
ΔE to the lowest compared entry with this formula, charge and spin = 32.47 kcal/mol
HOMO = -8.383 eV
E_tot = -44473.810 eV
SMILES = CSS.SS
Gap between HOMO and LUMO = 8.54 eV
M = 146.3 g mol⁻¹
Largest force on an atom = 4.22 eV/A
2S+1 = 1


A molecular structure, CH7BCl3CoNO14 in a non-equilibrium geometry. Source: OMol25; level of theory: wB97M-V/def2-TZVPD.

The geometry in XYZ format:
```
28
Properties=species:S:1:pos:R:3:nbo_charge:R:1
Co 0.02 -0.55 -0.23 1.595
Cl 3.00 1.33 -1.30 2.561
O 2.04 0.73 -0.41 -0.928
O 2.99 2.76 -1.15 -0.869
O 4.31 0.80 -0.96 -0.876
O 2.71 0.97 -2.67 -0.843
Cl 0.74 -2.95 1.42 2.540
O -0.51 -2.18 1.45 -0.921
O 0.56 -4.13 0.59 -0.833
O 1.73 -2.09 0.85 -0.851
O 1.06 -3.33 2.76 -0.854
Cl -2.38 0.81 -1.52 2.545
O -3.42 1.52 -0.85 -0.874
O -1.08 1.42 -1.25 -0.878
O -2.30 -0.54 -0.97 -0.890
O -2.64 0.77 -2.93 -0.830
B 0.39 -1.59 -2.19 -0.826
H 1.48 -2.01 -2.18 0.005
H -0.16 -2.09 -1.30 -0.039
H 0.35 -0.43 -2.25 0.007
H -0.05 -2.03 -3.17 0.021
C -1.65 1.92 3.11 -0.484
N -0.73 1.76 1.97 0.552
O -0.04 2.70 1.66 -0.309
O -0.77 0.70 1.38 -0.427
H -2.05 0.92 3.31 0.239
H -2.52 2.52 2.85 0.240
H -1.09 2.30 3.96 0.224
```

Values from the calculation:
HOMO (spin up / spin down) = -3.403 / -3.342 eV
E_tot = -107152.356 eV
<S²> = 3.755
Total charge = -2
Gap between HOMO and LUMO (spin up / spin down) = 7.73 / 7.64 eV
M = 433.2 g mol⁻¹
Largest force on an atom = 2.19 eV/A
2S+1 = 4